ORCA calculation (the ωB97M-V functional and the def2-TZVPD basis) on a 2-piece molecular cluster, C4H13NOS2 overall.

ORCA input file:
```
! RIJCOSX wB97M-V def2-TZVPD def2/J DEFGRID3
* xyz 0 1
C 0.234 -1.658 -1.639
N -0.155 -0.377 -1.048
C -0.915 -0.149 0.201
C -2.384 0.068 0.084
C -0.269 1.145 0.797
S -0.067 1.537 2.614
S 1.707 0.664 3.054
H 0.051 -2.443 -0.885
H 1.267 -1.456 -1.938
H -0.369 -2.018 -2.458
H -0.543 0.310 -1.675
H -0.631 -0.965 0.862
H -2.610 0.679 -0.821
H -2.725 0.732 0.884
H -3.023 -0.780 -0.169
H 0.755 1.171 0.432
H -0.831 2.026 0.455
H 2.634 1.450 2.516
O 2.907 -0.129 -0.515
H 2.735 0.749 -0.796
H 2.233 -0.554 0.044
*
```

SMILES = CN[C@H](C)CSS.O
Kohn-Sham gap = 9.26 eV
energy above the lowest of the compared OMol25 structures with the same formula, charge and spin = 1.593 eV
HOMO energy = -0.3170 hartree
lowest unoccupied orbital energy = 0.632 eV

ORCA calculation (the ωB97M-V functional and the def2-TZVPD basis) on C17H45O16PbS5 as an isolated structure.

ORCA input file:
```
! RIJCOSX wB97M-V def2-TZVPD def2/J DEFGRID3
* xyz 1 1
Pb 13.884 20.180 -6.534
C 19.294 21.368 -1.529
C 18.447 20.092 -1.796
O 17.260 20.234 -2.542
H 19.712 21.514 -0.533
H 18.694 22.277 -1.563
H 20.175 21.529 -2.151
H 18.140 19.647 -0.849
H 19.123 19.373 -2.260
O 19.321 22.189 6.530
S 20.040 23.315 7.163
O 19.261 24.491 7.563
O 20.803 22.750 8.514
C 19.976 22.128 9.480
C 20.789 22.191 10.793
C 21.545 23.801 6.178
H 19.637 21.119 9.245
H 19.048 22.698 9.539
H 21.677 21.578 10.643
H 20.285 21.926 11.723
H 21.104 23.215 10.993
H 22.036 24.575 6.768
H 21.179 24.184 5.226
H 21.930 22.789 6.055
O 29.171 13.437 -1.623
S 28.163 13.190 -0.588
O 28.164 13.877 0.683
O 26.633 13.327 -1.263
C 26.188 14.692 -1.529
C 24.926 14.538 -2.411
C 28.159 11.354 -0.141
H 26.944 15.359 -1.943
H 25.938 15.160 -0.577
H 24.772 13.577 -2.903
H 25.056 15.262 -3.215
H 23.983 14.759 -1.912
H 29.126 11.045 0.257
H 27.923 10.833 -1.069
H 27.593 11.228 0.782
O 12.886 14.359 1.980
S 13.065 13.151 1.225
O 13.786 11.979 1.716
O 11.478 12.697 0.758
C 11.224 11.460 0.033
C 9.976 10.695 0.465
C 13.692 13.521 -0.464
H 12.078 10.799 0.177
H 11.130 11.687 -1.028
H 9.483 10.011 -0.227
H 9.323 11.467 0.872
H 10.160 10.045 1.320
H 14.346 14.390 -0.387
H 12.819 13.690 -1.094
H 14.449 12.828 -0.831
O 10.137 22.989 -0.337
S 11.578 22.691 -0.480
O 12.199 22.295 -1.770
O 12.314 24.072 0.081
C 13.718 24.230 0.101
C 14.312 23.469 1.374
C 12.002 21.425 0.753
H 13.935 25.288 0.252
H 14.197 23.829 -0.792
H 14.647 22.433 1.330
H 13.575 23.491 2.176
H 15.126 23.967 1.902
H 13.069 21.461 0.974
H 11.747 20.429 0.391
H 11.401 21.633 1.637
O 21.773 23.241 -9.257
S 21.193 21.953 -9.024
O 19.767 21.777 -8.685
O 21.526 20.935 -10.291
C 22.760 21.135 -10.940
C 22.835 20.046 -11.976
C 22.262 21.223 -7.765
H 23.637 21.227 -10.300
H 22.747 22.075 -11.492
H 22.766 19.121 -11.403
H 23.869 19.980 -12.313
H 22.194 20.077 -12.857
H 22.423 21.957 -6.975
H 23.162 20.936 -8.309
H 21.822 20.309 -7.365
*
```

Kohn-Sham gap = 2.77 eV
energy above the lowest of the compared OMol25 structures with the same formula, charge and spin = 12.704 eV
HOMO energy = -0.3870 hartree
lowest unoccupied orbital energy = -7.763 eV

ORCA calculation (the ωB97M-V functional and the def2-TZVPD basis) on C42H28F3N10ORhS2Sb as an isolated structure.

ORCA input file:
```
! RIJCOSX wB97M-V def2-TZVPD def2/J DEFGRID3
* xyz 1 1
Rh -0.297 -1.665 0.403
S -2.113 -3.084 0.135
C -3.090 -1.666 0.214
S -2.079 -0.289 -0.110
C -4.386 -1.601 0.614
C -4.996 -0.323 0.807
N -5.443 0.717 1.015
C -5.123 -2.790 0.905
N -5.694 -3.762 1.129
C -2.247 0.239 5.287
N -1.437 -0.519 4.338
C -1.527 -0.507 3.015
N -0.546 -1.243 2.503
C 0.121 -1.691 3.606
N -0.381 -1.258 4.733
C -2.123 1.736 5.105
C -3.121 2.555 5.623
C -3.042 3.932 5.484
C -1.978 4.508 4.812
C -0.983 3.692 4.287
C -1.050 2.310 4.443
C 0.127 4.293 3.550
N 0.357 5.535 3.313
N 1.525 5.582 2.558
C 1.904 4.365 2.402
O 1.067 3.479 3.001
C 3.071 3.851 1.689
C 3.849 4.704 0.908
C 4.950 4.198 0.240
C 5.274 2.849 0.334
C 4.501 2.000 1.112
C 4.817 0.529 1.214
N 3.754 -0.294 0.631
C 2.594 -0.660 1.152
N 1.867 -1.290 0.229
C 2.681 -1.272 -0.868
N 3.823 -0.676 -0.664
C 3.402 2.509 1.791
H -1.916 -0.071 6.277
H -3.287 -0.066 5.166
H -2.282 0.035 2.469
H 0.978 -2.344 3.564
H -3.969 2.113 6.133
H -3.826 4.557 5.890
H -1.908 5.580 4.684
H -0.252 1.699 4.041
H 3.583 5.750 0.842
H 5.559 4.855 -0.366
H 6.133 2.461 -0.199
H 4.945 0.222 2.252
H 5.719 0.282 0.660
H 2.298 -0.477 2.171
H 2.431 -1.726 -1.810
H 2.799 1.869 2.423
F 2.050 3.226 -4.768
C 1.493 2.141 -4.219
C 0.333 2.290 -3.482
C -0.237 1.162 -2.914
C 0.343 -0.095 -3.093
C 1.518 -0.206 -3.834
C 2.099 0.915 -4.407
Sb -0.531 -1.792 -2.190
C -2.394 -2.011 -3.129
C -2.695 -3.249 -3.692
C -3.920 -3.460 -4.306
C -4.831 -2.423 -4.331
F -6.015 -2.621 -4.917
C -4.565 -1.186 -3.774
C -3.337 -0.984 -3.166
C 0.578 -3.392 -2.983
C 0.747 -3.541 -4.361
C 1.529 -4.569 -4.863
C 2.133 -5.435 -3.969
F 2.896 -6.421 -4.448
C 1.976 -5.324 -2.600
C 1.190 -4.290 -2.112
H -0.104 3.271 -3.361
H -1.138 1.278 -2.325
H 1.992 -1.169 -3.981
H 3.007 0.849 -4.991
H -1.980 -4.061 -3.655
H -4.177 -4.411 -4.752
H -5.312 -0.406 -3.817
H -3.126 -0.017 -2.733
H 0.263 -2.861 -5.053
H 1.675 -4.707 -5.925
H 2.460 -6.034 -1.945
H 1.050 -4.195 -1.041
*
```

Kohn-Sham gap = 6.47 eV
energy above the lowest of the compared OMol25 structures with the same formula, charge and spin = 0.068 eV
HOMO energy = -0.4062 hartree
lowest unoccupied orbital energy = -4.585 eV

ORCA calculation (the ωB97M-V functional and the def2-TZVPD basis) on one molecule with the formula C16H19N3O4S.

ORCA input file:
```
! RIJCOSX wB97M-V def2-TZVPD def2/J DEFGRID3
* xyz 0 1
C -2.698 -2.314 -1.109
O -3.128 -1.065 -0.887
C -4.081 -1.008 0.121
C -4.716 0.283 0.355
N -3.664 1.036 0.548
C -3.406 2.135 -0.075
O -4.140 2.522 -0.853
C -2.007 2.838 0.073
S -0.745 2.067 -0.636
C -0.691 0.551 0.259
N -1.171 0.101 1.401
C -0.787 -0.861 1.987
C 0.029 -1.533 0.921
N 0.102 -0.647 0.150
C 1.044 -0.928 -1.089
C 2.416 -0.553 -0.712
C 3.446 -1.440 -0.686
C 4.640 -1.287 -0.139
C 5.014 -0.038 -0.153
C 4.049 1.125 -0.071
C 2.855 0.938 -0.535
O 4.812 2.377 -0.217
C 6.226 1.882 0.341
O 6.297 0.271 0.293
H -1.960 -2.237 -1.845
H -2.370 -2.679 -0.091
H -3.630 -3.051 -1.492
H -5.088 -1.725 -0.109
H -3.892 -1.355 1.167
H -5.475 0.301 1.025
H -5.248 0.714 -0.260
H -2.912 1.051 1.347
H -1.965 3.850 -0.307
H -1.721 2.757 1.251
H -1.207 -1.399 2.884
H 0.526 -2.585 1.020
H 0.859 -1.808 -1.650
H 0.689 -0.013 -1.872
H 3.017 -2.450 -0.833
H 5.394 -2.189 -0.059
H 2.113 1.696 -0.545
H 6.871 2.492 -0.398
H 6.299 2.178 1.479
*
```

SMILES = COCCNC(=O)CSc1nccn1Cc1ccc2c(c1)OCO2
Kohn-Sham gap = 7.94 eV
energy above the lowest of the compared OMol25 structures with the same formula, charge and spin = 16.443 eV
HOMO energy = -0.2689 hartree
lowest unoccupied orbital energy = 0.624 eV

ORCA calculation (the ωB97M-V functional and the def2-TZVPD basis) on a 2-piece molecular cluster, C6H15BrNO2P overall.

ORCA input file:
```
! RIJCOSX wB97M-V def2-TZVPD def2/J DEFGRID3
* xyz 0 1
C 0.686 1.366 -1.444
C 0.878 2.052 1.048
C 2.617 0.486 -0.185
C -1.503 -2.537 1.578
C -2.731 -0.366 -1.238
C 1.093 0.991 -0.066
N 0.304 -0.220 0.391
O 0.554 -1.879 -1.685
O -0.627 -2.625 0.428
P -0.230 -1.432 -0.557
Br -2.804 1.144 -0.120
H 0.894 0.520 -2.180
H -0.440 1.453 -1.561
H 1.253 2.315 -1.669
H 1.060 1.614 2.048
H -0.142 2.424 1.025
H 1.600 2.999 0.888
H 2.995 0.092 0.821
H 2.534 -0.477 -0.871
H 3.233 1.195 -0.561
H -2.042 -3.505 1.532
H -2.193 -1.716 1.487
H -1.057 -2.338 2.511
H -3.383 -1.115 -0.680
H -2.641 -0.169 -2.338
H 0.090 -0.272 1.397
*
```

Kohn-Sham gap (spin up / spin down) = 8.05 / 8.05 eV
HOMO energy (spin up / spin down) = -0.2899 / -0.2899 hartree
lowest unoccupied orbital energy (spin up / spin down) = 0.160 / 0.160 eV

ORCA calculation (the ωB97M-V functional and the def2-TZVPD basis) on one molecule with the formula C3H5NSSi.

ORCA input file:
```
! RIJCOSX wB97M-V def2-TZVPD def2/J DEFGRID3
* xyz 0 1
Si 0.385 1.843 -0.401
C 0.050 0.074 0.129
C -1.208 -0.307 0.206
S -1.330 -2.030 0.280
C 0.460 -2.130 0.462
N 1.106 -1.041 0.396
H 0.599 1.813 -1.744
H 1.733 1.891 0.109
H -0.544 2.813 0.188
H -1.994 0.264 -0.018
H 0.743 -3.192 0.394
*
```

SMILES = [SiH3]c1cscn1
Kohn-Sham gap = 10.11 eV
energy above the lowest of the compared OMol25 structures with the same formula, charge and spin = 0.829 eV
HOMO energy = -0.3424 hartree
lowest unoccupied orbital energy = 0.794 eV

Across the entries above, largest force on an atom takes the values 2.3, 3.4, 2.1, 18.0, 5.8, 4.2 eV Å⁻¹, respectively.